No. 1
{"formula": "C3H10O2", "method": "ωB97M-V/def2-TZVPD", "elements": ["C", "C", "C", "H", "H", "H", "H", "H", "H", "O", "H", "H", "O", "H", "H"], "positions_angstrom": [[0.891502, -1.280594, 1.394181], [1.715395, -0.708455, 0.517515], [3.168144, -1.036228, 0.379144], [-0.139589, -0.954517, 1.459808], [1.107079, -2.060659, 2.098554], [1.207150, 0.062632, -0.084376], [3.632109, -1.125997, 1.348253], [3.676496, -0.314516, -0.252677], [3.277272, -2.014219, -0.101654], [-2.466742, 2.616000, -0.289327], [-2.020015, 1.787297, -0.500768], [-2.238797, 2.812261, 0.626510], [-2.339078, -0.045635, -1.555820], [-1.650957, -0.676692, -1.793359], [-3.094414, -0.573770, -1.283508]], "atomic_forces_ev_per_a": [[-0.455, 0.384, -0.221], [-1.100, 0.055, 0.561], [-0.349, -0.326, -0.712], [-0.051, 0.076, -0.185], [0.625, -0.286, 0.153], [0.795, -0.263, -0.009], [0.272, 0.187, 0.286], [0.207, 0.096, 0.157], [0.032, 0.090, -0.050], [0.076, 0.138, 0.223], [-0.168, -0.105, -0.090], [-0.003, -0.049, -0.158], [0.234, 0.010, 0.001], [-0.084, -0.002, 0.024], [-0.032, -0.004, 0.019]], "smiles": "C=CC.O.O", "e_tot_ha": -270.7429, "e_above_lowest_kj_mol": 76.05, "e_lumo_ev": 0.63, "multiplicity": 1}

***

No. 2
{"formula": "C21H34BBr4F3NO4S2", "method": "ωB97M-V/def2-TZVPD", "elements": ["C", "C", "Br", "C", "C", "Br", "O", "B", "C", "C", "C", "C", "C", "C", "C", "O", "C", "C", "N", "C", "C", "C", "F", "Br", "C", "F", "F", "Br", "H", "H", "H", "H", "H", "H", "H", "H", "H", "H", "H", "H", "H", "H", "H", "H", "H", "H", "H", "H", "H", "H", "C", "S", "O", "C", "H", "H", "H", "H", "H", "H", "C", "S", "O", "C", "H", "H", "H", "H", "H", "H"], "positions_angstrom": [[1.468105, 1.974362, 1.822535], [0.030394, 2.564206, 2.218972], [-0.630761, 1.420527, 3.752142], [-1.083774, 2.456639, 1.071054], [-0.599629, 2.968501, -0.362316], [0.413396, 4.708893, -0.054577], [0.300425, 2.134348, -1.106707], [0.322411, 2.702161, -2.490711], [0.751105, 1.522907, -3.562147], [1.781371, 0.553391, -2.763818], [1.460428, -0.945553, -2.490151], [2.499908, -1.764709, -1.674261], [3.804737, -1.054770, -1.168826], [4.142064, 0.424222, -1.473675], [3.108497, 1.251333, -2.289579], [-0.872390, 3.524762, -2.743744], [-1.668141, 3.308617, -1.521359], [-2.424222, 4.754194, -1.428081], [-2.928446, 5.070486, -0.057065], [-2.766167, 2.242909, -1.996646], [-2.634078, 0.757389, -1.413437], [-3.925567, 0.316135, -0.523336], [-3.516141, -0.875334, 0.210041], [-4.459682, 1.651249, 0.834738], [-5.149490, -0.161259, -1.462461], [-5.361171, 0.665885, -2.596310], [-6.376523, -0.121868, -0.703293], [-4.883808, -2.013411, -2.114722], [2.185546, 2.270545, 2.682732], [1.461679, 0.819359, 1.825876], [1.916951, 2.418034, 0.872246], [0.095723, 3.625314, 2.656787], [-1.953012, 3.150642, 1.385310], [-1.492543, 1.389572, 1.081642], [1.266380, 3.441155, -2.533246], [-0.137994, 0.852129, -3.888782], [1.263404, 1.913510, -4.508473], [0.478284, -1.419889, -2.860486], [2.288844, -2.874888, -1.454347], [4.556260, -1.643854, -0.537907], [5.081913, 0.960274, -1.126094], [3.277808, 2.352826, -2.540913], [-1.748364, 5.604095, -1.816610], [-3.325893, 4.709764, -2.144339], [-3.552668, 4.340428, 0.313379], [-3.475857, 5.947645, -0.089888], [-2.683578, 2.173685, -3.147349], [-3.835720, 2.648243, -1.811546], [-2.671300, 0.041529, -2.324865], [-1.661662, 0.516138, -0.873020], [-2.966329, -3.728440, 1.084840], [-1.788354, -4.372753, 2.291723], [-0.686233, -5.036722, 1.532133], [-2.868803, -5.674115, 2.925642], [-2.489711, -2.918279, 0.533593], [-3.256419, -4.518737, 0.389629], [-3.845551, -3.343105, 1.604310], [-3.165094, -6.341141, 2.113660], [-3.751592, -5.223840, 3.383278], [-2.321081, -6.241864, 3.678989], [6.798080, -4.601092, 2.640724], [5.700855, -3.508395, 1.710472], [6.542630, -2.421758, 1.125897], [4.856444, -2.823618, 3.151585], [7.455000, -5.112734, 1.936087], [7.399999, -4.017441, 3.339799], [6.203325, -5.339361, 3.181917], [5.580612, -2.351431, 3.818366], [4.326332, -3.620710, 3.676080], [4.138837, -2.076936, 2.808908]], "atomic_forces_ev_per_a": [[0.489, 0.114, 1.285], [0.608, 0.056, -1.000], [0.126, 0.548, -0.425], [-0.204, 0.672, 0.445], [0.445, -1.498, -1.875], [-0.149, 0.133, 0.352], [-2.654, 0.947, 2.162], [1.942, 0.226, -1.214], [0.208, -2.556, 0.218], [1.450, -0.546, 0.365], [3.570, 1.752, 1.541], [0.503, 3.700, -0.753], [-1.724, 1.191, -1.377], [-4.080, -1.037, -1.707], [-0.472, -4.217, 1.010], [-0.704, -1.323, 2.481], [-1.098, 2.708, -2.082], [-0.553, -0.336, -0.261], [-0.279, 0.325, -0.273], [-0.555, -0.579, 0.238], [-1.252, -0.605, -0.799], [1.968, -1.124, -0.658], [-1.014, 2.052, -1.013], [-0.016, -0.905, -0.866], [-1.830, 0.943, 0.360], [0.600, -1.554, 2.625], [2.595, -0.174, -1.820], [-0.227, 1.172, 0.328], [-1.104, -0.472, -1.279], [-0.151, 1.917, -0.400], [-1.026, -0.774, 1.148], [-0.101, -1.812, -0.833], [1.448, -1.118, -0.539], [0.768, 1.438, -0.380], [0.654, 0.586, 0.006], [1.253, 0.871, 0.321], [-0.724, -0.456, 1.340], [1.793, 0.927, 0.632], [0.544, 2.005, -0.266], [-1.224, 0.868, -1.101], [-1.316, -1.146, -0.361], [-0.373, -1.860, 0.438], [-0.841, -1.608, 0.899], [1.403, -0.086, 0.607], [0.318, 0.417, -0.552], [0.449, -0.783, 0.058], [0.101, 0.272, 1.997], [1.733, -0.720, -0.028], [0.100, 0.961, 1.549], [-1.420, 0.545, -0.517], [0.002, -0.069, -0.065], [0.159, -0.025, -0.249], [-0.416, 0.059, 0.217], [-0.070, -0.147, -0.010], [0.044, -0.099, 0.143], [0.083, -0.042, 0.075], [0.083, 0.032, 0.009], [0.066, 0.071, -0.017], [0.065, 0.037, -0.020], [0.037, 0.113, -0.074], [0.114, -0.022, 0.104], [0.076, 0.266, -0.122], [-0.167, -0.364, 0.317], [0.001, 0.075, 0.107], [-0.112, 0.098, -0.026], [-0.052, 0.048, -0.063], [-0.023, 0.045, -0.060], [0.040, -0.029, -0.102], [0.009, 0.000, -0.088], [0.083, -0.097, -0.101]], "e_tot_ha": -12593.0201, "total_charge": -1, "e_lumo_ev": 1.73, "multiplicity": 1}

***

No. 3
{"formula": "C12H25ClF2N2O7P2S2", "method": "ωB97M-V/def2-TZVPD", "elements": ["C", "C", "F", "C", "C", "C", "C", "F", "N", "C", "O", "C", "P", "O", "Cl", "C", "S", "P", "N", "O", "O", "H", "H", "H", "H", "H", "H", "H", "H", "H", "H", "H", "H", "H", "H", "H", "H", "H", "O", "S", "O", "O", "C", "C", "C", "H", "H", "H", "H", "H", "H", "H", "H"], "positions_angstrom": [[2.625262, 4.587324, 1.286856], [3.109306, 3.159148, 1.187760], [4.277689, 3.099067, 1.957482], [2.122799, 2.142855, 1.781729], [1.235341, 1.431034, 0.766220], [1.779593, 0.096839, 0.184620], [3.227047, -0.197089, 0.502990], [1.043154, -0.988098, 0.643197], [1.053986, 2.227051, -0.465837], [-0.177410, 1.795126, -1.088838], [-0.445017, 2.096515, -2.230855], [-0.985348, 0.919129, -0.118044], [-2.692081, 1.783915, 0.003796], [-3.168554, 2.176547, -1.519291], [-4.182848, 0.425777, 0.592559], [-0.246340, 1.299381, 1.240348], [-0.980773, 2.956391, 1.785652], [-0.599350, 0.212975, 2.701914], [-1.207268, -1.169743, 2.395507], [-1.561198, 1.025706, 3.707858], [0.794810, 0.028010, 3.493497], [3.458492, 5.279137, 1.237424], [2.118063, 4.772012, 2.228818], [1.941722, 4.862096, 0.486274], [3.380745, 2.905334, 0.168854], [1.535363, 2.673372, 2.519448], [2.725298, 1.446277, 2.347116], [1.671380, 0.094062, -0.893975], [3.351548, -0.269947, 1.576799], [3.916514, 0.511086, 0.060712], [3.447325, -1.186999, 0.118263], [0.916825, 3.221707, -0.323072], [-1.062814, -0.136831, -0.349130], [-3.084421, 3.129359, -1.579554], [-0.141178, 3.916275, 1.357863], [-1.352244, -1.320883, 1.406485], [-1.551151, 0.536779, 4.538069], [0.756611, 0.457630, 4.352625], [-1.469563, -2.235414, -1.477532], [-2.415186, -3.156614, -2.038037], [-3.105939, -4.086741, -1.205996], [-1.728741, -3.935839, -3.239423], [-0.489853, -4.628105, -2.968480], [-0.698332, -5.921020, -2.205909], [-3.583974, -2.255666, -2.993388], [0.195419, -3.961214, -2.442777], [-0.058379, -4.834454, -3.945552], [-1.060144, -5.733683, -1.196349], [0.243301, -6.465601, -2.134864], [-1.433691, -6.548283, -2.708930], [-3.052276, -1.570234, -3.647195], [-4.210360, -1.706304, -2.293123], [-4.183160, -2.959153, -3.564587]], "atomic_forces_ev_per_a": [[-0.099, 0.273, -0.104], [-0.186, 0.094, 0.361], [0.151, -0.170, 0.037], [0.647, 0.272, -0.134], [-0.765, 0.762, -0.332], [0.690, -0.470, 0.351], [-0.268, -0.424, 0.146], [-0.039, -0.015, 0.210], [-0.869, 0.122, -0.419], [0.827, -0.477, -1.215], [-0.031, -0.192, 1.278], [-0.693, 1.149, 0.635], [-1.574, 0.476, 0.063], [0.237, -1.100, 0.085], [0.684, -0.416, -0.662], [-0.824, 0.326, 0.022], [1.041, 0.780, 0.925], [-0.683, -2.395, -0.934], [0.085, 0.642, -0.371], [1.040, 0.487, 0.182], [-0.303, 0.707, 0.200], [0.224, 0.021, -0.150], [-0.065, -0.072, 0.211], [-0.099, -0.049, -0.158], [0.152, -0.055, -0.159], [-0.307, -0.020, 0.086], [-0.008, -0.293, -0.022], [-0.267, 0.179, -0.182], [0.211, 0.149, 0.173], [0.086, 0.238, 0.039], [0.082, -0.101, -0.258], [0.516, 0.122, 0.077], [0.270, -0.144, -0.248], [-0.065, 0.277, -0.186], [0.448, -0.462, -0.110], [-0.112, -0.489, 0.050], [-0.545, -0.095, 0.237], [0.391, 0.197, 0.159], [0.165, -0.082, 0.261], [-0.344, 0.254, -0.501], [0.082, -0.030, 0.275], [0.050, 0.053, -0.016], [0.430, -0.312, 0.133], [-0.186, 0.057, 0.129], [-0.040, 0.021, -0.070], [-0.125, 0.098, 0.034], [-0.159, 0.113, -0.102], [0.019, 0.015, 0.005], [0.033, 0.027, -0.065], [0.039, -0.023, -0.048], [0.021, 0.005, 0.010], [0.040, -0.005, 0.057], [-0.007, -0.023, 0.014]], "e_tot_ha": -3247.4707, "e_lumo_ev": 0.16, "multiplicity": 1}

***

Orbital gap readings, ordered: 10.38; 6.21; 8.01 eV
HOMO readings, ordered: -0.3584; -0.1648; -0.2888 Eh
Max |F| readings, ordered: 1.24; 4.54; 2.66 eV/Å